P.
{"formula": "CH2F2N2", "method": "ωB97M-V/def2-TZVPD", "orbital_gap_ev": 11.9, "charge": 0, "e_lumo_ev": 1.01, "species": ["C", "N", "N", "F", "F", "H", "H"], "xyz": [[-0.8064, -0.3138, 1.4626], [-1.7811, -0.4724, 0.8645], [1.4938, 0.7068, -0.6610], [0.4805, 0.6143, -1.6636], [2.1518, -0.5202, -0.6528], [1.0315, 0.6463, 0.3266], [-2.5702, -0.6610, 0.3236]]}

=====

Q.
{"formula": "CH2F2N2", "method": "ωB97M-V/def2-TZVPD", "orbital_gap_ev": 10.5, "charge": 0, "e_lumo_ev": -0.02, "species": ["C", "N", "N", "F", "F", "H", "H"], "xyz": [[2.6930, 1.3813, -0.5662], [1.8276, 2.0277, -0.8993], [0.5253, -1.1989, 0.9461], [0.8152, 2.8789, -1.2202], [-0.5133, -1.3377, -0.0662], [1.4042, -0.7929, 0.5001], [0.5727, -2.2942, 1.1277]]}

=====

Least stable = Q